Entry 1:
Formula: C28H37BClN8O4SiV
Source: OMol25
Level of theory: ωB97M-V/def2-TZVPD

Structure (XYZ):
```
81
C28H37BClN8O4SiV | OMol25 | ωB97M-V/def2-TZVPD
V 0.00600 -0.03485 -0.03917
C -3.48026 -1.29214 -0.28972
C -2.36193 -2.26303 -0.42009
C -2.47645 -3.62843 -0.71204
C -1.18515 -4.10021 -0.71671
N -0.36136 -3.08300 -0.42663
N -1.07889 -1.94233 -0.26586
B 1.17008 -3.01162 -0.23238
N 1.42548 -2.34459 1.14058
C 2.06926 -2.84027 2.20887
C 1.88861 -1.97580 3.26802
C 1.10130 -0.93730 2.75966
C 0.57569 0.26745 3.45796
N 0.83772 -1.17717 1.47834
N 1.69604 -2.11714 -1.37309
C 2.41257 -2.39685 -2.46934
C 2.44133 -1.27333 -3.27134
C 1.69134 -0.31563 -2.58555
C 1.35931 1.08187 -2.98514
N 1.24421 -0.84525 -1.44880
N 1.82988 -4.37676 -0.20827
C 1.43380 -5.54168 0.35707
C 2.50993 -6.38984 0.39360
C 3.56718 -5.64471 -0.16434
C 4.98617 -6.05714 -0.36682
N 3.15316 -4.43748 -0.50774
H -4.39215 -1.82489 -0.02211
H -3.65467 -0.77292 -1.23060
H -3.27129 -0.54176 0.46962
H -3.37830 -4.18260 -0.89812
H -0.80991 -5.08373 -0.94004
H 2.61473 -3.76554 2.13915
H 2.27717 -2.07197 4.26507
H -0.01828 -0.02228 4.32616
H -0.06281 0.85913 2.79619
H 1.38997 0.90712 3.79578
H 2.87525 -3.35802 -2.58433
H 2.94768 -1.15264 -4.21097
H 2.13956 1.48554 -3.62852
H 1.26166 1.71789 -2.10604
H 0.41690 1.10952 -3.53540
H 0.43948 -5.68093 0.74636
H 2.53446 -7.39667 0.76991
H 5.08790 -7.13913 -0.29876
H 5.63079 -5.60741 0.38920
H 5.34408 -5.73377 -1.34298
C -1.38606 4.50443 3.11093
C -0.24507 3.96933 3.92850
C -0.48048 3.51294 5.22257
C 0.56340 3.08310 6.01914
Cl 0.22630 2.51219 7.62717
C 1.87122 3.10996 5.56416
C 2.11621 3.54864 4.27634
C 1.07080 3.95763 3.45957
O 1.39306 4.41597 2.19939
C 1.03031 3.57050 1.13019
C 1.73458 2.21106 1.12256
O 2.71405 1.95907 1.78744
O 1.15977 1.39085 0.29575
H -2.17543 4.87430 3.76294
H -1.82653 3.73286 2.47103
H -1.05510 5.32129 2.47014
H -1.48757 3.51482 5.61750
H 2.67813 2.78154 6.20302
H 3.11531 3.55453 3.86662
H 1.30963 4.09973 0.21678
H -0.04601 3.39650 1.08701
C -2.78114 1.43094 -3.22141
Si -2.33637 1.99213 -1.47711
C -3.89718 2.30222 -0.46988
C -1.38206 3.60836 -1.58513
O -1.42930 0.84276 -0.75787
H -3.74583 1.83100 -3.53562
H -2.83340 0.34385 -3.28493
H -2.04025 1.76449 -3.94928
H -4.32748 3.26834 -0.73736
H -3.68248 2.32562 0.59902
H -4.66265 1.54586 -0.63837
H -1.89326 4.28639 -2.27156
H -0.36848 3.46060 -1.96148
H -1.31328 4.11424 -0.62061
```

Output
E_LUMO (spin up / spin down) in eV: 0.197 / 0.351
Spin multiplicity: 3
HOMO level (spin up / spin down) in eV: -8.631 / -8.633
Largest force on an atom in Eh/bohr: 0.012

Atom charges from the Löwdin analysis, given in e for atoms 1 to 5:
1. V 1.04
2. C -0.03
3. C -0.31
4. C -0.01
5. C -0.06



Entry 2:
Formula: C28H37ClIrN2O5Si
Source: OMol25
Level of theory: ωB97M-V/def2-TZVPD

Structure (XYZ):
```
75
C28H37ClIrN2O5Si | OMol25 | ωB97M-V/def2-TZVPD
Ir 0.02440 1.37917 -0.51202
Cl 5.97180 5.61297 -0.51462
C 4.79390 4.38867 -0.59302
C 5.17770 3.03677 -0.62102
C 4.21470 2.05497 -0.65382
C 2.83270 2.35317 -0.65282
O 1.98750 1.39107 -0.63692
C 2.42780 3.75477 -0.64832
C 1.08180 4.16847 -0.65852
N -0.01230 3.37267 -0.63992
C -1.26520 3.91067 -0.65342
C -1.61670 5.27437 -0.79082
C -2.94170 5.65787 -0.75052
C -3.96690 4.73567 -0.58242
C -3.67130 3.36137 -0.47012
C -4.64370 2.35447 -0.32602
C -4.24440 1.03257 -0.24252
C -2.89840 0.70947 -0.31162
N -1.94990 1.65217 -0.44442
C -2.31640 2.95167 -0.51682
C 3.43760 4.73127 -0.61712
H 6.22200 2.77607 -0.60312
H 4.49180 1.01107 -0.67272
H 0.91710 5.23657 -0.64932
H -0.86470 6.03167 -0.93502
H -3.19210 6.70347 -0.85212
H -4.99560 5.05557 -0.54402
H -5.68580 2.62177 -0.29142
H -4.97330 0.24647 -0.12932
H -2.55670 -0.31353 -0.27022
H 3.16080 5.77677 -0.60122
C 2.97690 -1.81873 -1.08962
C 2.47070 -2.93803 -0.17352
C 2.96320 -2.73403 1.25808
C 2.96220 -4.29733 -0.70452
O 1.07280 -2.97943 -0.22032
Si -0.14220 -2.00013 0.18868
O -0.09140 -0.57733 -0.55572
O -0.15050 -1.81513 1.79448
C -0.32030 -0.84853 2.78248
C 0.10820 -1.53833 4.10078
C -1.78280 -0.41363 2.87678
C 0.60080 0.35387 2.56098
O -1.51040 -2.78543 -0.18332
C -1.96090 -3.44273 -1.33412
C -2.76020 -4.67663 -0.86392
C -2.93630 -2.49503 -2.06082
C -0.83940 -3.84033 -2.27532
H 4.05980 -1.77233 -1.05872
H 2.55060 -0.86893 -0.76212
H 2.65920 -1.99863 -2.11282
H 4.04720 -2.71873 1.28568
H 2.60360 -3.54083 1.89108
H 2.57970 -1.79303 1.64008
H 4.04680 -4.31793 -0.72312
H 2.58050 -4.46723 -1.70802
H 2.59770 -5.09033 -0.05862
H -0.57450 -2.35973 4.29368
H 0.07980 -0.83403 4.92428
H 1.11050 -1.93783 3.99388
H -2.42280 -1.28103 2.73698
H -2.01690 0.32147 2.10598
H -1.98880 0.02697 3.84818
H 1.64680 0.05997 2.54098
H 0.45440 1.09797 3.33948
H 0.36370 0.81617 1.57638
H -3.49990 -4.38653 -0.12242
H -2.07710 -5.38953 -0.41292
H -3.25800 -5.13423 -1.71302
H -3.76380 -2.23973 -1.40752
H -3.31320 -2.98093 -2.95362
H -2.39840 -1.59223 -2.34112
H -0.12800 -4.47643 -1.75812
H -0.31410 -2.95213 -2.62462
H -1.23160 -4.37313 -3.13542
```

Output
E_LUMO (spin up / spin down) in eV: -7.034 / -9.826
Energy relative to the best compared isomer or geometry (same formula, charge and spin) in kcal per mole: 19.5
Charge: +2
Spin multiplicity: 6
HOMO level (spin up / spin down) in eV: -12.734 / -14.415
Largest force on an atom in Eh/bohr: 0.068

Atom charges from the Löwdin analysis, given in e for atoms 1 to 5:
1. Ir 1.56
2. Cl 0.87
3. C -0.60
4. C -0.04
5. C 0.08



Entry 3:
Formula: C28H37ClN4P2Zn
Source: OMol25
Level of theory: ωB97M-V/def2-TZVPD

Structure (XYZ):
```
73
C28H37ClN4P2Zn | OMol25 | ωB97M-V/def2-TZVPD
Zn 0.27996 -2.57822 -4.92762
C -0.56385 4.18499 -0.41625
C -1.32327 3.34214 -1.12104
C -1.11088 2.84476 -2.52449
C 0.02294 1.81519 -2.69957
C 1.41536 2.34785 -2.83755
C 1.82692 3.63375 -2.78528
C 1.04108 4.81428 -2.33731
C 0.72212 4.84102 -0.82431
C 1.22861 -3.82268 -3.50730
H -0.82934 4.36654 0.63174
H -2.18160 2.86250 -0.62952
H -0.98721 3.63318 -3.26924
H -2.02960 2.30863 -2.79291
H -0.03685 1.06580 -1.88989
H -0.17320 1.22489 -3.61800
H 2.16151 1.58666 -3.07390
H 2.84866 3.87459 -3.08541
H 0.13908 5.01576 -2.91577
H 1.68489 5.68207 -2.51031
H 1.53835 4.35122 -0.26580
H 0.73759 5.89085 -0.48302
H 0.57843 -4.55369 -2.99871
H 1.42737 -3.04665 -2.75834
H 2.18224 -4.31958 -3.70176
P 1.30194 -1.61614 -6.73838
P -2.23677 -0.94018 -6.77003
N 2.54206 -0.30889 -6.82267
N 2.14222 -2.79366 -7.77593
N -2.29064 0.72165 -7.33415
N -3.83818 -1.36658 -7.54683
C 0.24237 -0.88941 -8.05056
C -1.15248 -1.54122 -8.15226
C 3.57660 -0.19038 -5.88718
C 4.52106 0.71201 -6.36820
C 4.05552 1.17515 -7.63200
C 2.84763 0.54492 -7.88674
C 2.52249 -4.05101 -7.30595
C 2.92896 -4.83075 -8.38409
C 2.83679 -4.01479 -9.55827
C 2.38070 -2.76771 -9.15625
C -2.05618 1.79944 -6.45968
C -1.80691 2.93920 -7.20112
C -1.90036 2.57730 -8.58977
C -2.19428 1.22599 -8.64419
C -4.60974 -0.69990 -8.50692
C -5.65513 -1.52174 -8.91466
C -5.53610 -2.74907 -8.18866
C -4.40418 -2.64426 -7.39486
H 0.70066 -0.94624 -9.05345
H 0.16670 0.17687 -7.77761
H -1.61368 -1.31633 -9.12966
H -1.12137 -2.63753 -8.03206
H 3.54392 -0.77252 -4.97500
H 5.44504 0.99585 -5.87708
H 4.54759 1.88424 -8.29462
H 2.18542 0.64248 -8.73374
H 2.46443 -4.25622 -6.25251
H 3.24254 -5.86669 -8.34545
H 3.07092 -4.30822 -10.57834
H 2.21608 -1.86738 -9.73544
H -2.11820 1.64066 -5.38956
H -1.57411 3.92306 -6.80780
H -1.76912 3.23490 -9.44134
H -2.37975 0.60192 -9.50909
H -4.38762 0.30486 -8.81200
H -6.40312 -1.27159 -9.65451
H -6.19854 -3.60537 -8.25094
H -3.98004 -3.34349 -6.69766
Cl -2.88197 -3.04885 -4.43964
C -1.28816 -3.33365 -3.82201
H -1.17991 -2.77775 -2.87888
H -1.20994 -4.41232 -3.62371
```

Output
E_LUMO in eV: -0.697
Energy relative to the best compared isomer or geometry (same formula, charge and spin) in kcal per mole: 0.0
HOMO level in eV: -7.370
Largest force on an atom in Eh/bohr: 0.103

Atom charges from the Löwdin analysis, given in e for atoms 1 to 5:
1. Zn 0.54
2. C -0.11
3. C -0.10
4. C -0.21
5. C -0.19